# 1
ORCA calculation (wB97M-V/def2-TZVPD) on a cluster of 4 separate species, C3H15NO3 in total in a non-equilibrium geometry.

Structure (ORCA input):
```
! RIJCOSX wB97M-V def2-TZVPD def2/J DEFGRID3
* xyz 0 1
C 0.82696 1.69310 0.16492
N 1.44520 0.40811 -0.11644
C 2.84168 0.31076 0.23855
C 1.22876 0.04157 -1.52387
H 1.12048 1.90448 1.20905
H 1.11166 2.62490 -0.32010
H -0.27319 1.63864 0.24352
H 3.13389 -0.75370 0.22181
H 2.95001 0.69289 1.25680
H 3.50875 0.89559 -0.43213
H 1.64074 -0.93095 -1.82369
H 0.15986 -0.03810 -1.76812
H 1.53678 0.84762 -2.24222
H -2.64298 0.56058 -1.86045
H -2.48811 0.03359 -0.42499
O -2.70729 0.81616 -0.94433
H 0.41521 -2.06935 1.27671
H -0.07389 -0.76736 0.49971
O -0.13116 -1.29225 1.32314
H -1.88020 -1.55428 1.19524
H -3.28644 -1.26117 1.44485
O -2.75654 -1.64870 0.74838
*
```

For the HOMO energy, the calculation gives -9.0 eV. Its SMILES is CN(C)C.O.O.O. The calculation puts the HOMO-LUMO gap at 9.63 eV. For the energy above the lowest of the compared OMol25 structures with the same formula, charge and spin, the calculation gives 130.0 kJ/mol. The molar mass comes out at 113.157 u. Its largest force on an atom is 2.68 eV/Å.

Atom charges from the Mulliken analysis, given in e for atoms 1 to 2: -1.02 0.11


# 2
ORCA calculation (wB97M-V/def2-TZVPD) on the molecule C2H3N3O.

Structure (ORCA input):
```
! RIJCOSX wB97M-V def2-TZVPD def2/J DEFGRID3
* xyz 0 1
O 2.23068 -0.14205 0.01534
C 0.87980 -0.15506 0.11224
N 0.23943 0.94472 0.42018
N -1.04807 0.61142 0.20855
C -1.13043 -0.71048 -0.15202
N 0.08128 -1.22362 -0.23575
H 2.44321 0.59314 -0.58157
H -1.69282 1.29242 0.59341
H -2.06702 -1.20831 -0.41832
*
```

For the HOMO energy, the calculation gives -9.7 eV. Its SMILES is Oc1nc[nH]n1. The calculation puts the HOMO-LUMO gap at 10.60 eV. For the energy above the lowest of the compared OMol25 structures with the same formula, charge and spin, the calculation gives 62.2 kJ/mol. The molar mass comes out at 85.066 u. Its largest force on an atom is 0.87 eV/Å.

Atom charges from the Mulliken analysis, given in e for atoms 1 to 2: -0.49 0.48


What did the second record say?
ORCA calculation (wB97M-V/def2-TZVPD) on the molecule C2H3N3O.

Structure (ORCA input):
```
! RIJCOSX wB97M-V def2-TZVPD def2/J DEFGRID3
* xyz 0 1
O 2.23068 -0.14205 0.01534
C 0.87980 -0.15506 0.11224
N 0.23943 0.94472 0.42018
N -1.04807 0.61142 0.20855
C -1.13043 -0.71048 -0.15202
N 0.08128 -1.22362 -0.23575
H 2.44321 0.59314 -0.58157
H -1.69282 1.29242 0.59341
H -2.06702 -1.20831 -0.41832
*
```

For the HOMO energy, the calculation gives -9.7 eV. Its SMILES is Oc1nc[nH]n1. The calculation puts the HOMO-LUMO gap at 10.60 eV. For the energy above the lowest of the compared OMol25 structures with the same formula, charge and spin, the calculation gives 62.2 kJ/mol. The molar mass comes out at 85.066 u. Its largest force on an atom is 0.87 eV/Å.

Atom charges from the Mulliken analysis, given in e for atoms 1 to 2: -0.49 0.48